Entry 1:
An isolated molecule of C4H10N2O in a non-equilibrium geometry. Source: the OMol25 dataset; level of theory: ωB97M-V/def2-TZVPD.

## Properties
* SMILES: NCCCC(N)=O
* ΔE to the lowest compared entry with this formula, charge and spin: 23.2 kcal per mole
* HOMO-LUMO gap: 10.11 eV
* strongest force on any atom: 1.5 eV Å⁻¹

Cartesian coordinates (Å):
1 N -2.305 -1.790 -0.558
2 C -1.729 -0.532 -0.894
3 C -1.085 0.137 0.353
4 C 0.076 1.038 -0.027
5 C 1.518 0.589 0.209
6 N 1.773 0.175 1.496
7 O 2.374 0.733 -0.632
8 H -2.679 -1.955 0.362
9 H -2.906 -2.236 -1.230
10 H -2.452 0.171 -1.325
11 H -0.856 -0.623 -1.553
12 H -0.882 -0.714 1.005
13 H -1.805 0.723 0.897
14 H 0.029 2.027 0.446
15 H 0.023 1.315 -1.074
16 H 2.700 -0.188 1.649
17 H 0.985 -0.247 1.959

Forces on the atoms, in the same order (eV/Å):
N -0.058 -1.377 0.008
C 0.623 1.194 0.689
C -0.737 -0.537 -0.256
C 0.663 0.594 -0.124
C -0.581 0.249 0.199
N -0.164 0.014 -0.620
O 0.314 -0.070 -0.034
H 0.059 0.534 0.109
H 0.049 0.245 -0.220
H 0.158 0.041 -0.232
H -0.502 -0.415 -0.420
H 0.704 0.096 0.197
H -0.533 0.203 0.165
H -0.148 -0.243 0.386
H -0.023 -0.286 -0.331
H -0.108 -0.185 0.155
H 0.285 -0.057 0.328

Entry 2:
An isolated molecule of C5H10O2 in a non-equilibrium geometry. Source: the OMol25 dataset; level of theory: ωB97M-V/def2-TZVPD.

## Properties
* SMILES: C[C@@H](O)[C@H]1CCO1
* ΔE to the lowest compared entry with this formula, charge and spin: 100.6 kcal per mole
* HOMO-LUMO gap: 10.13 eV
* strongest force on any atom: 3.0 eV Å⁻¹

Cartesian coordinates (Å):
1 C -0.001 1.039 -2.234
2 C -0.184 -0.246 -1.132
3 O 1.205 -0.058 -0.852
4 C -0.796 -0.376 0.331
5 C 0.058 -1.205 1.366
6 C 0.085 0.112 2.152
7 O -0.499 0.834 1.054
8 H 0.998 1.584 -2.298
9 H -0.074 0.580 -3.215
10 H -0.728 1.804 -2.033
11 H -0.349 -1.263 -1.565
12 H 1.101 0.742 -0.307
13 H -1.861 -0.654 0.422
14 H -0.411 -2.053 1.879
15 H 1.038 -1.498 0.988
16 H 1.066 0.517 2.431
17 H -0.571 0.140 3.032

Forces on the atoms, in the same order (eV/Å):
C -1.771 -0.560 0.107
C 1.985 0.841 -0.437
O 1.530 -1.556 2.007
C -0.048 0.486 -0.509
C -0.025 -0.031 -0.276
C 0.074 0.007 0.192
O -0.210 0.295 0.078
H -1.109 -1.227 0.955
H -0.616 0.182 -0.169
H -0.736 0.290 -0.501
H 0.241 0.983 -0.332
H 0.829 -0.235 -0.032
H 0.239 0.342 -0.480
H -0.106 0.262 -0.337
H -0.211 0.070 -0.008
H -0.150 -0.095 -0.105
H 0.085 -0.054 -0.152

Entry 3:
A cluster of 2 separate species, C9H11O3 in total in a non-equilibrium geometry. Source: the OMol25 dataset; level of theory: ωB97M-V/def2-TZVPD.

## Properties
* ΔE to the lowest compared entry with this formula, charge and spin: 46.5 kcal per mole
* HOMO-LUMO gap: 6.43 eV
* strongest force on any atom: 2.2 eV Å⁻¹
* total charge: -1

Cartesian coordinates (Å):
1 C 1.009 1.664 -2.355
2 C 0.116 1.420 -3.618
3 O -0.801 2.192 -3.937
4 O 0.475 0.393 -4.262
5 H 1.996 1.333 -2.488
6 H 0.507 1.091 -1.515
7 H 1.170 2.695 -2.066
8 C -2.502 -0.571 3.458
9 C 1.015 -0.839 1.048
10 C 0.999 -1.492 2.315
11 C -0.016 -0.040 0.602
12 C -0.129 -1.371 3.147
13 C -1.143 -0.013 1.438
14 C -1.202 -0.621 2.678
15 O 1.963 -1.139 0.131
16 H 1.976 -1.730 2.757
17 H 2.821 -1.380 0.492
18 H -0.005 0.418 -0.399
19 H -0.089 -1.682 4.207
20 H -1.999 0.595 1.153
21 H -3.028 0.348 3.395
22 H -2.464 -0.842 4.518
23 H -3.104 -1.377 3.022

Forces on the atoms, in the same order (eV/Å):
C -1.951 0.064 0.772
C 1.092 -0.861 -1.123
O -0.237 0.612 0.739
O -0.113 0.156 0.455
H 1.154 -1.195 -0.352
H 1.109 1.154 -1.438
H -0.754 0.549 0.166
C 0.214 -1.523 -0.042
C 0.025 -1.292 0.542
C -0.051 1.563 0.388
C -1.225 -0.675 0.623
C 1.230 0.664 -0.299
C 0.223 0.958 -0.428
C -0.563 -0.344 0.787
O 0.838 0.395 -0.624
H -0.444 -0.706 -0.354
H -0.177 -0.076 0.332
H -0.097 -0.511 1.172
H -0.095 -0.109 -0.769
H 0.064 -0.131 -0.167
H -0.421 0.875 -0.311
H 0.581 0.141 -0.092
H -0.402 0.292 0.023

Entry 4:
A cluster of 2 separate species, C2H6S2 in total in a non-equilibrium geometry. Source: the OMol25 dataset; level of theory: ωB97M-V/def2-TZVPD.

## Properties
* SMILES: C=C.SS
* ΔE to the lowest compared entry with this formula, charge and spin: 44.2 kcal per mole
* HOMO-LUMO gap: 9.21 eV
* strongest force on any atom: 3.3 eV Å⁻¹

Cartesian coordinates (Å):
1 C 1.705 -0.211 -3.222
2 C 1.939 -0.892 -2.047
3 H 0.953 0.533 -3.194
4 H 2.341 -0.343 -4.144
5 H 1.122 -1.013 -1.179
6 H 2.869 -1.425 -1.761
7 S 0.028 -0.207 1.618
8 S -1.741 0.765 0.906
9 H -0.587 -1.321 1.732
10 H -1.151 1.263 -0.230

Forces on the atoms, in the same order (eV/Å):
C 1.941 -1.979 1.867
C -1.486 0.247 0.227
H -1.109 0.188 -0.565
H -0.505 0.504 1.371
H 1.889 1.053 -2.009
H -0.733 -0.002 -0.899
S -0.098 2.074 -0.348
S 1.233 0.124 -0.351
H -0.712 -1.816 0.113
H -0.420 -0.394 0.595

Entry 5:
The ion Cl3OP2 with charge +1 in a non-equilibrium geometry. Source: the OMol25 dataset; level of theory: ωB97M-V/def2-TZVPD.

## Properties
* ΔE to the lowest compared entry with this formula, charge and spin: 19.0 kcal per mole
* HOMO-LUMO gap: 8.79 eV
* strongest force on any atom: 1.8 eV Å⁻¹
* total charge: +1

Cartesian coordinates (Å):
1 O 0.267 -1.887 0.292
2 P 1.357 -1.270 -0.386
3 P -0.708 1.744 1.047
4 Cl 1.408 1.014 -0.162
5 Cl -2.254 1.337 -0.115
6 Cl -0.653 0.334 2.404

Forces on the atoms, in the same order (eV/Å):
O -1.146 -0.128 0.706
P 1.488 0.302 -0.953
P 0.373 0.751 -0.081
Cl -0.701 -0.269 0.135
Cl 0.203 -0.324 -0.021
Cl -0.217 -0.332 0.215

Entry 6:
A cluster of 2 separate species, C4H12 in total in a non-equilibrium geometry. Source: the OMol25 dataset; level of theory: ωB97M-V/def2-TZVPD.

## Properties
* SMILES: CC.CC
* ΔE to the lowest compared entry with this formula, charge and spin: 7.1 kcal per mole
* HOMO-LUMO gap: 12.64 eV
* strongest force on any atom: 1.4 eV Å⁻¹

Cartesian coordinates (Å):
1 C 1.546 -1.016 0.527
2 C 1.208 -1.137 2.012
3 H 2.104 -1.919 0.262
4 H 0.643 -0.963 -0.070
5 H 2.203 -0.187 0.255
6 H 2.145 -1.304 2.546
7 H 0.828 -0.185 2.398
8 H 0.493 -1.935 2.146
9 C -1.585 0.752 -0.603
10 C -1.151 1.395 -1.921
11 H -2.426 0.071 -0.783
12 H -0.757 0.228 -0.128
13 H -2.040 1.484 0.065
14 H -0.746 0.809 -2.749
15 H -2.019 1.959 -2.267
16 H -0.297 2.051 -1.721

Forces on the atoms, in the same order (eV/Å):
C 0.377 -0.587 0.011
C 0.683 1.157 -0.400
H -0.199 0.020 -0.315
H 0.092 -0.095 -0.216
H -0.186 0.146 0.280
H -0.217 -0.360 0.250
H -0.290 -0.262 0.015
H -0.072 -0.164 0.374
C -0.423 -0.683 -0.669
C 0.278 0.779 0.357
H 0.376 -0.295 0.016
H -0.376 0.108 0.202
H 0.498 0.252 0.078
H -0.552 -0.722 0.341
H 0.376 0.244 -0.373
H -0.366 0.463 0.048

Entry 7:
A cluster of 5 separate species, C23H62N4O4P2S in total in a non-equilibrium geometry. Source: the OMol25 dataset; level of theory: ωB97M-V/def2-TZVPD.

## Properties
* SMILES: CCCCCCCP[PH2]=S.COC[C@@H](C)N.COC[C@@H](C)N.COC[C@@H](C)N.COC[C@@H](C)N
* ΔE to the lowest compared entry with this formula, charge and spin: 0.0 kcal per mole
* HOMO-LUMO gap: 9.13 eV
* strongest force on any atom: 1.4 eV Å⁻¹

Cartesian coordinates (Å):
1 C -1.101 3.514 2.906
2 C -1.523 2.038 2.825
3 C -0.369 1.164 2.376
4 C -0.669 -0.350 2.303
5 C -1.792 -0.778 3.242
6 C -1.940 -2.285 3.366
7 C -3.198 -2.666 4.167
8 P -4.764 -2.785 3.198
9 P -5.511 -0.720 3.075
10 S -5.099 0.337 4.680
11 H -1.115 3.993 1.933
12 H -0.117 3.570 3.363
13 H -1.799 4.036 3.552
14 H -2.325 1.968 2.092
15 H -1.899 1.765 3.802
16 H 0.486 1.310 3.036
17 H -0.069 1.511 1.389
18 H 0.207 -0.948 2.540
19 H -0.995 -0.589 1.293
20 H -1.684 -0.352 4.235
21 H -2.727 -0.384 2.854
22 H -1.060 -2.712 3.843
23 H -2.008 -2.711 2.366
24 H -3.064 -3.672 4.553
25 H -3.366 -1.970 4.982
26 H -4.274 -3.026 1.896
27 H -4.909 -0.137 1.941
28 H -6.884 -0.790 2.803
29 C -0.092 1.767 -4.943
30 O 0.671 1.108 -3.949
31 C 1.049 1.905 -2.843
32 C -0.030 2.046 -1.761
33 C -1.153 3.010 -2.127
34 N -0.614 0.753 -1.391
35 H 0.207 2.814 -5.051
36 H -1.162 1.709 -4.731
37 H 0.089 1.252 -5.887
38 H 1.906 1.391 -2.397
39 H 1.406 2.886 -3.184
40 H 0.469 2.450 -0.874
41 H -1.851 2.571 -2.839
42 H -1.726 3.273 -1.238
43 H -0.759 3.933 -2.557
44 H 0.124 0.146 -1.041
45 H -0.928 0.299 -2.246
46 C -1.919 0.133 10.629
47 O -1.897 0.031 9.219
48 C -3.091 -0.445 8.627
49 C -4.177 0.619 8.414
50 C -4.918 1.009 9.688
51 N -3.647 1.830 7.782
52 H -2.519 -0.664 11.079
53 H -2.299 1.104 10.956
54 H -0.893 0.036 10.982
55 H -2.795 -0.821 7.643
56 H -3.482 -1.300 9.195
57 H -4.911 0.181 7.730
58 H -4.325 1.669 10.321
59 H -5.834 1.544 9.438
60 H -5.192 0.128 10.273
61 H -3.249 1.587 6.878
62 H -2.850 2.139 8.333
63 C 3.969 -3.954 -4.273
64 O 3.545 -3.312 -3.086
65 C 2.885 -2.074 -3.274
66 C 1.394 -2.179 -3.619
67 C 1.129 -2.589 -5.062
68 N 0.680 -3.094 -2.717
69 H 4.276 -3.228 -5.033
70 H 3.187 -4.598 -4.683
71 H 4.824 -4.581 -4.022
72 H 2.976 -1.551 -2.317
73 H 3.417 -1.473 -4.023
74 H 0.971 -1.182 -3.487
75 H 1.298 -3.654 -5.224
76 H 0.091 -2.388 -5.330
77 H 1.767 -2.033 -5.754
78 H 0.768 -2.759 -1.761
79 H 1.177 -3.981 -2.717
80 C 5.589 2.026 -8.695
81 O 5.757 0.628 -8.839
82 C 6.067 -0.073 -7.651
83 C 4.854 -0.430 -6.781
84 C 4.289 0.750 -5.994
85 N 3.770 -1.040 -7.558
86 H 6.261 2.434 -7.934
87 H 4.556 2.283 -8.446
88 H 5.828 2.486 -9.653
89 H 6.533 -1.005 -7.980
90 H 6.820 0.477 -7.071
91 H 5.199 -1.173 -6.055
92 H 3.708 1.419 -6.627
93 H 3.621 0.397 -5.209
94 H 5.086 1.329 -5.523
95 H 4.109 -1.889 -8.003
96 H 3.560 -0.417 -8.334

Forces on the atoms, in the same order (eV/Å):
C -0.330 -0.550 0.292
C 0.297 0.800 -0.397
C 0.147 -0.607 0.041
C -0.589 0.359 0.217
C -0.001 -0.280 -0.179
C -0.323 0.322 0.072
C 0.452 0.007 -0.902
P -0.693 -0.660 0.485
P 1.127 0.643 0.502
S -0.231 -0.219 -0.071
H 0.241 0.097 -0.155
H 0.186 0.257 -0.066
H -0.062 0.274 0.017
H -0.313 -0.212 0.119
H -0.183 -0.324 0.142
H 0.067 0.172 0.160
H 0.202 0.028 -0.142
H 0.330 0.031 -0.146
H 0.105 -0.173 -0.212
H 0.128 0.090 0.213
H -0.203 0.204 0.020
H 0.132 -0.053 0.084
H 0.105 -0.202 -0.125
H -0.153 -0.133 0.323
H -0.099 0.021 0.288
H 0.053 0.397 -0.075
H -0.437 -0.081 -0.215
H 0.077 -0.193 -0.295
C 0.010 -0.204 -0.073
O -0.010 0.158 -0.076
C 0.164 -0.057 0.167
C -0.213 -0.014 -0.138
C -0.018 0.112 0.059
N 0.232 -0.028 -0.027
H -0.021 0.027 0.038
H -0.011 0.119 0.009
H 0.044 -0.009 0.018
H -0.008 -0.041 -0.036
H -0.090 0.038 -0.002
H 0.078 -0.024 -0.011
H 0.033 -0.042 -0.035
H -0.003 -0.048 0.013
H 0.004 -0.011 -0.012
H -0.058 0.010 0.098
H -0.095 0.009 0.039
C 0.136 0.075 -0.081
O -0.033 -0.045 0.105
C -0.058 -0.105 -0.223
C 0.071 0.163 0.185
C -0.114 -0.037 0.032
N 0.129 -0.176 -0.068
H -0.048 0.013 0.004
H -0.082 -0.046 0.066
H 0.004 -0.016 -0.032
H 0.041 0.037 0.005
H -0.037 0.047 0.058
H 0.056 -0.046 -0.052
H 0.060 -0.017 -0.010
H 0.027 0.032 -0.034
H 0.018 0.000 0.004
H -0.137 0.048 -0.048
H -0.052 0.063 0.018
C 0.030 -0.104 0.148
O 0.039 0.006 -0.115
C -0.048 0.188 0.144
C -0.026 -0.285 -0.066
C -0.011 0.090 -0.179
N 0.135 0.097 0.105
H -0.056 0.012 -0.032
H 0.003 0.052 -0.105
H 0.002 0.026 0.031
H 0.020 -0.058 0.027
H -0.044 -0.046 -0.067
H 0.067 0.055 0.046
H 0.033 -0.023 0.052
H -0.024 -0.017 0.081
H 0.017 -0.014 0.008
H -0.078 0.024 -0.021
H -0.066 -0.024 -0.052
C -0.037 -0.058 -0.154
O 0.003 0.093 0.060
C 0.090 -0.197 0.022
C -0.162 0.227 -0.052
C 0.025 -0.001 0.126
N 0.152 -0.076 -0.065
H -0.020 -0.003 0.045
H 0.029 0.056 0.091
H 0.020 -0.034 -0.006
H -0.018 0.012 -0.050
H -0.060 0.046 0.045
H 0.065 -0.021 -0.027
H 0.022 -0.003 -0.063
H -0.045 -0.005 -0.045
H 0.004 0.005 -0.017
H -0.039 -0.033 0.077
H -0.073 0.018 0.048

Which formula does entry 1 have?
C4H10N2O

Which value of HOMO-LUMO gap does entry 5 give?
8.79 eV